# 1
{
  "formula": "C20H20N5Sc",
  "method": "ωB97M-V/def2-TZVPD",
  "orbital_gap_ev": 7.0,
  "homo_energy_ev": -14.6,
  "spin_multiplicity": 1,
  "relative_energy_kj_mol": 44.7,
  "total_charge": 2,
  "largest_force_ev_per_a": 1.4,
  "lumo_energy_ha": -0.2818,
  "species": ["Sc", "N", "C", "N", "C", "N", "N", "C", "C", "C", "C", "C", "C", "N", "C", "C", "C", "C", "C", "C", "H", "H", "H", "H", "H", "H", "H", "H", "H", "H", "H", "C", "C", "C", "C", "C", "C", "H", "H", "H", "H", "H", "H", "H", "H", "H"],
  "xyz": [[0.8513, -0.0979, -0.2604], [-2.6471, 2.7217, -1.3762], [-1.5134, 2.2787, -0.8768], [-0.9391, 1.1487, -1.2328], [-1.5622, 0.3647, -2.2231], [-0.9748, -0.6745, -2.7329], [0.2525, -0.9291, -2.1997], [1.0682, -1.6657, -2.8604], [2.4206, -1.8164, -2.3293], [3.3477, -2.6516, -2.9224], [4.6499, -2.6760, -2.4340], [4.9740, -1.8600, -1.3651], [3.9866, -1.0673, -0.7997], [2.7337, -1.0329, -1.2618], [-2.8754, 0.7402, -2.6972], [-3.6255, -0.0605, -3.5643], [-4.8649, 0.3644, -3.9878], [-5.3701, 1.5987, -3.5724], [-4.6442, 2.4058, -2.7195], [-3.4047, 1.9673, -2.2753], [-3.0169, 3.6101, -1.0664], [-1.0310, 2.8868, -0.1216], [0.7915, -2.0988, -3.8170], [3.0463, -3.2710, -3.7568], [5.3933, -3.3156, -2.8898], [5.9767, -1.8325, -0.9631], [4.2033, -0.4383, 0.0547], [-3.2130, -1.0037, -3.8930], [-5.4511, -0.2561, -4.6510], [-6.3411, 1.9269, -3.9169], [-5.0270, 3.3671, -2.3984], [0.6540, -1.3555, 4.9982], [0.8546, 0.1001, 4.5382], [-0.2988, 0.9791, 5.0484], [2.1968, 0.6390, 5.0622], [0.8691, 0.1169, 3.0789], [0.8813, 0.1285, 1.8533], [0.6436, -1.3863, 6.0877], [1.4652, -1.9916, 4.6438], [-0.2925, -1.7548, 4.6335], [-0.2978, 0.9626, 6.1381], [-1.2621, 0.6063, 4.7001], [-0.1776, 2.0117, 4.7209], [2.1785, 0.6340, 6.1519], [2.3656, 1.6618, 4.7257], [3.0261, 0.0149, 4.7295]],
  "forces_ev_per_a": [[0.170, 0.925, 0.429], [0.044, 0.067, 0.089], [0.034, 0.087, 0.175], [0.588, -0.839, 0.227], [0.377, -0.140, 0.026], [-0.500, -0.058, -0.302], [0.125, -0.119, 0.235], [-0.159, 0.114, 0.036], [0.359, 0.001, 0.032], [-0.260, 0.055, -0.048], [0.018, 0.102, 0.123], [0.082, -0.096, -0.097], [-0.115, 0.091, 0.170], [-0.492, -0.024, 0.251], [-0.228, 0.354, 0.079], [0.070, 0.010, -0.015], [-0.039, 0.000, -0.030], [0.042, -0.013, 0.023], [0.049, 0.145, 0.079], [-0.060, -0.458, -0.297], [0.067, 0.029, 0.079], [-0.035, 0.059, -0.009], [-0.068, -0.023, 0.009], [0.051, 0.027, -0.025], [0.007, -0.005, 0.010], [-0.015, 0.000, 0.022], [0.022, -0.005, 0.007], [-0.024, -0.003, 0.008], [0.013, -0.002, -0.003], [0.003, 0.005, -0.008], [-0.044, -0.032, 0.001], [0.003, 0.014, -0.017], [0.026, -0.064, 0.149], [0.002, 0.003, -0.060], [-0.012, -0.002, -0.056], [-0.018, 0.051, 0.008], [-0.086, -0.267, -1.341], [0.002, 0.010, -0.002], [-0.010, -0.007, 0.011], [0.006, -0.005, 0.009], [-0.003, -0.002, 0.000], [0.003, 0.008, -0.001], [-0.012, 0.001, 0.010], [-0.002, -0.007, 0.000], [0.015, -0.004, 0.010], [0.004, 0.015, 0.002]],
  "nbo_charge": [2.124, -0.499, 0.375, -0.710, 0.428, -0.330, -0.438, 0.156, 0.123, -0.177, -0.092, -0.209, 0.094, -0.596, -0.169, -0.121, -0.183, -0.122, -0.246, 0.234, 0.448, 0.231, 0.243, 0.256, 0.262, 0.265, 0.231, 0.251, 0.249, 0.250, 0.240, -0.582, -0.194, -0.582, -0.582, 0.232, -0.859, 0.232, 0.217, 0.218, 0.233, 0.217, 0.216, 0.232, 0.218, 0.217]
}

# 2
{
  "formula": "CBrFN2O2",
  "method": "ωB97M-V/def2-TZVPD",
  "orbital_gap_ev": 11.6,
  "homo_energy_ev": -11.6,
  "spin_multiplicity": 1,
  "relative_energy_kj_mol": 8.7,
  "largest_force_ev_per_a": 4.7,
  "lumo_energy_ha": 0.0006,
  "species": ["C", "N", "N", "O", "O", "F", "Br"],
  "xyz": [[-2.0669, -0.4108, 0.3674], [-1.8114, -0.8192, -0.6893], [1.1193, -0.5853, -0.1922], [0.9004, -0.7996, 0.8994], [0.9210, 0.2990, -0.8814], [1.9429, -1.5951, -0.7757], [-2.8433, 0.1299, 1.8982]],
  "forces_ev_per_a": [[-0.526, -0.567, -1.221], [0.044, 0.527, 1.320], [1.776, -0.582, -1.040], [-1.142, -1.307, 4.341], [-0.678, 2.456, -2.748], [0.175, -0.529, -0.557], [0.351, 0.002, -0.095]],
  "nbo_charge": [0.091, -0.321, 0.823, -0.283, -0.262, -0.275, 0.228]
}